# 1
A molecular structure, C23H51AgF6N2O9, computed with ωB97M-V with the def2-TZVPD basis set.

The gap between HOMO and LUMO comes out at 2.59 eV. Its multiplicity is 1. The total energy comes out at -2439.0756 a.u. For the energy above the lowest of the compared OMol25 structures with the same formula, charge and spin, the calculation gives 13.3312 eV. Its largest force on an atom is 0.1047 Eh/bohr.

XYZ file:
```
92
Properties=species:S:1:pos:R:3:forces:R:3
Ag 1.03545 0.72573 0.49867 0.1 0.0 0.1
C -4.20982 1.81962 4.51539 -0.5 -0.1 -5.4
O -5.63512 1.87011 4.18384 -1.3 -0.2 0.3
O -3.63685 2.53300 3.40962 -0.4 -1.1 4.0
C -3.96516 2.07086 6.00990 0.5 2.4 -0.1
F -3.67015 0.98182 6.71689 0.0 -0.9 0.0
F -2.89944 2.87979 6.08077 0.6 0.2 0.5
F -4.92899 2.70325 6.74211 -0.2 -0.2 -0.6
C -6.58466 0.98000 4.74636 -0.8 0.4 0.8
C -8.03944 1.44762 4.41698 0.8 -0.1 -0.3
H -8.15001 1.26589 3.34794 0.1 0.7 -0.3
H -8.85192 0.82219 4.78685 0.3 -0.2 0.8
H -8.23928 2.48094 4.70055 0.1 0.0 -0.2
H -6.40674 0.89311 5.81823 -0.3 0.1 0.3
H -6.61525 -0.05109 4.39419 0.9 -0.3 -0.5
H -3.93285 0.77560 4.36911 0.2 -0.6 0.4
C 5.54627 3.29697 2.35928 -2.5 -3.8 -0.1
O 4.71022 4.09350 1.56009 -0.3 2.5 -1.2
O 5.07322 1.96030 2.13592 2.3 2.4 0.3
C 7.06061 3.68220 2.16395 -1.4 -1.2 -1.4
F 7.26683 4.90454 2.65518 0.3 1.0 -0.3
F 7.88413 2.90162 2.81660 0.7 -1.2 1.1
F 7.50154 3.60484 0.86316 -0.5 0.7 0.6
C 4.37777 5.38304 2.10696 -1.4 0.4 -0.2
C 3.60196 6.32661 1.11765 2.0 -1.6 -0.7
H 2.69072 5.82150 0.79733 -0.2 0.3 0.1
H 3.47501 7.35353 1.46031 -0.2 -0.3 0.4
H 4.27976 6.35785 0.26459 -0.3 0.3 -0.5
H 5.26108 5.89138 2.49356 -0.2 0.0 0.1
H 3.58567 5.25667 2.84501 0.6 -0.4 1.0
H 5.28195 3.53832 3.38884 0.6 0.4 0.6
C -0.64841 -4.86915 -2.26774 -0.6 -0.3 -0.3
C -1.79142 -3.87445 -2.12288 0.5 2.7 0.2
C -2.53736 -4.13806 -0.77842 0.5 0.6 -1.2
O -1.34349 -2.52695 -2.34779 -0.5 -1.6 0.9
H 0.13687 -4.70558 -1.52971 0.0 0.3 0.1
H -0.22412 -4.81759 -3.27045 0.1 0.0 0.0
H -1.06339 -5.86154 -2.09154 0.2 -0.4 -0.1
H -2.58992 -4.00685 -2.85293 0.0 -0.7 -0.7
H -1.80323 -3.92717 -0.00081 -0.4 -0.2 0.5
H -2.90519 -5.16350 -0.81417 0.2 -0.2 0.5
H -3.41540 -3.49316 -0.74304 0.2 0.2 0.3
C -6.73119 0.25093 -4.53038 0.2 0.1 0.5
O -6.22031 1.42424 -5.12949 0.3 2.2 0.5
C -6.52628 2.65163 -4.37047 -0.1 -1.1 -1.5
C -5.73605 2.91107 -3.09781 1.1 0.7 0.6
N -4.20091 2.99653 -3.34976 -0.6 0.0 -1.5
H -3.63710 3.07985 -2.51593 -0.4 0.4 0.8
H -3.91197 2.08063 -3.66243 0.3 -0.4 -1.0
C -3.77917 4.21918 -4.32416 -0.2 -1.8 1.6
C -2.25150 4.31378 -4.41131 -0.2 -0.2 -1.4
O -1.92009 4.27049 -5.86250 -0.7 0.4 2.5
C -0.59867 4.72566 -6.11035 0.4 -1.0 0.0
H -7.73411 0.40119 -4.13081 -0.2 0.1 0.0
H -6.06163 -0.00329 -3.70869 -0.1 -0.6 0.1
H -6.76915 -0.53976 -5.27970 0.2 0.1 0.1
H -7.61121 2.62482 -4.26893 0.0 0.1 1.0
H -6.40250 3.51314 -5.02665 0.4 -0.3 -0.4
H -5.94171 2.23258 -2.26989 0.3 -0.2 -0.2
H -5.85620 3.92096 -2.70565 -1.0 0.0 -0.1
H -4.26081 5.01571 -3.75701 0.2 0.3 -0.5
H -4.23638 4.03149 -5.29568 0.1 0.1 0.2
H -1.76791 3.53746 -3.81839 0.1 -0.9 -0.5
H -1.88400 5.15264 -3.82024 0.0 0.9 -0.9
H -0.35658 4.55844 -7.15988 -0.5 0.5 -0.1
H 0.08941 4.03175 -5.62751 0.3 0.3 0.5
H -0.46422 5.75960 -5.79252 0.1 0.0 -0.1
C 3.08312 -3.80078 3.63651 -0.4 0.7 -0.2
O 4.10067 -4.77986 3.50217 1.1 -0.7 -0.9
C 3.92387 -5.76452 2.44756 -2.1 1.3 1.2
C 5.17143 -6.16305 1.66602 0.8 -0.5 0.6
N 6.28734 -5.14492 1.90622 -1.8 1.5 -0.9
H 5.74790 -4.33748 2.18396 -0.3 0.5 1.0
H 6.89125 -5.36591 2.68504 -0.2 -0.4 0.4
C 7.20314 -4.57297 0.82906 -0.4 -2.3 -0.4
C 6.50056 -4.41895 -0.59105 0.3 -1.1 0.4
O 6.03978 -5.68409 -1.15718 0.1 0.7 1.2
C 5.40346 -5.47764 -2.42653 1.1 0.4 -0.4
H 2.15191 -4.13541 4.09364 0.1 -0.6 0.1
H 2.80629 -3.36762 2.67534 0.1 0.0 -0.3
H 3.46319 -2.98816 4.25561 0.2 -0.2 0.0
H 3.17657 -5.36943 1.75941 0.2 0.4 -0.4
H 3.34219 -6.56312 2.90799 0.7 -0.7 -0.1
H 4.88263 -6.21731 0.61637 0.6 0.2 0.1
H 5.59256 -7.11982 1.97477 -0.2 0.0 -0.1
H 7.96446 -5.34180 0.96091 0.5 0.1 -1.6
H 7.66590 -3.71971 1.32493 -0.5 0.6 -0.7
H 7.21933 -3.98390 -1.28545 0.1 0.2 0.2
H 5.61973 -3.77976 -0.53035 0.1 0.4 0.3
H 4.75227 -6.30032 -2.72192 0.0 0.0 0.6
H 6.21090 -5.43352 -3.15742 0.0 0.1 -0.3
H 4.88858 -4.51818 -2.47584 -0.3 -0.1 0.2
```
Forces are in eV/Å.


# 2
A molecular structure, C8H8NOP, computed with ωB97M-V with the def2-TZVPD basis set.

The gap between HOMO and LUMO comes out at 9.30 eV. Its multiplicity is 1. The total energy comes out at -780.8126 a.u. For the energy above the lowest of the compared OMol25 structures with the same formula, charge and spin, the calculation gives 3.1391 eV. Its largest force on an atom is 0.0990 Eh/bohr.

XYZ file:
```
19
Properties=species:S:1:pos:R:3:forces:R:3
C -0.82023 -2.24772 0.21287 -0.2 0.3 -1.2
C -1.75271 -2.00782 -0.84340 -0.1 -0.7 -0.5
C -0.15765 -1.21686 0.85540 -0.8 -1.0 0.0
C -1.96120 -0.72665 -1.30925 0.2 0.4 -0.4
C -0.56418 0.07989 0.51156 1.7 -0.5 1.7
C -1.32177 0.31795 -0.58005 -1.8 0.2 -2.5
C 0.35382 2.49390 -0.18252 -0.1 -3.3 3.9
C -0.00483 1.13898 1.31511 -0.6 4.5 0.4
N -0.47391 2.48166 -1.10421 0.9 0.9 -0.8
O -1.52249 1.58693 -1.15846 -0.3 -0.8 1.1
P 2.02112 3.12201 0.25947 -1.0 0.9 -0.2
H -0.54408 -3.26619 0.29943 0.2 -0.9 0.7
H -2.24157 -2.86781 -1.40978 0.8 1.2 1.0
H 0.60857 -1.35561 1.66840 -1.0 0.0 -1.1
H -2.52162 -0.54314 -2.28222 0.7 0.0 1.7
H -0.82490 1.75969 1.94487 1.9 -1.4 -1.6
H 0.86647 0.89955 2.04998 -1.4 0.4 -1.8
H 1.85051 4.38028 -0.38035 0.3 0.0 0.0
H 2.62288 2.55404 -0.85410 0.4 -0.2 -0.5
```
Forces are in eV/Å.